[1]
The following is a DFT calculation (ωB97M-V/def2-TZVPD) of a structure of composition C12H17NPt in a non-equilibrium geometry.

XYZ file:
```
31
C12H17NPt, DFT ωB97M-V/def2-TZVPD
Pt 0.96 0.58 -0.39
C 5.05 -0.83 0.15
C 3.84 -0.05 0.42
C 3.10 -0.23 1.61
C 2.11 0.67 1.99
C 1.85 1.82 1.20
C 2.55 2.01 -0.03
C 3.45 1.01 -0.45
H 5.87 -0.18 -0.18
H 4.91 -1.54 -0.67
H 5.37 -1.39 1.03
H 3.37 -1.04 2.28
H 1.59 0.54 2.93
H 1.25 2.63 1.61
H 2.50 2.96 -0.55
H 3.99 1.15 -1.38
C -3.81 -1.99 -0.93
C -3.26 -0.58 -0.66
C -3.65 -0.10 0.76
C -3.74 0.42 -1.73
C -1.85 -0.53 -0.69
N -0.70 -0.35 -0.68
H -4.90 -1.95 -0.90
H -3.48 -2.70 -0.17
H -3.51 -2.36 -1.90
H -4.73 -0.07 0.82
H -3.26 0.89 0.96
H -3.28 -0.78 1.52
H -4.83 0.46 -1.73
H -3.41 0.12 -2.72
H -3.36 1.42 -1.52
```

The energy above the lowest of the compared OMol25 structures with the same formula, charge and spin comes out at 12.78 kcal per mole. Its total energy is -640.82186 Eh. Its charge is +2. As for the multiplicity: 3. For the LUMO energy (spin up / spin down), the calculation gives -7.6717 / -11.0735 eV. The expectation value of S² is 2.016.

[2]
The following is a DFT calculation (ωB97M-V/def2-TZVPD) of a cluster of 2 separate species, C12H17NS in total in a non-equilibrium geometry.

XYZ file:
```
31
C12H17NS, DFT ωB97M-V/def2-TZVPD
C -3.76 -1.53 -0.10
C -0.88 0.66 0.94
C -2.17 0.47 0.44
C -2.49 -0.97 0.42
C -1.37 -1.56 1.04
C -0.38 1.91 1.24
C -1.34 2.85 0.96
C -2.61 2.77 0.46
C -3.06 1.46 0.12
N -0.40 -0.63 1.22
H 0.71 2.23 1.25
H -1.00 3.95 1.15
H 0.48 -0.72 1.97
H -3.22 3.60 0.34
H -1.16 -2.58 0.91
H -3.96 1.43 -0.48
H -4.47 -1.36 0.72
H -3.62 -2.57 -0.18
H -3.86 -1.16 -1.10
C 3.83 0.00 -1.45
C 2.68 0.32 -2.45
C 2.46 -2.29 -1.02
S 3.42 -1.10 -0.12
H 4.71 -0.18 -2.10
H 4.03 1.02 -1.04
H 2.91 1.20 -3.11
H 1.88 0.64 -1.70
H 1.43 -2.08 -0.69
H 2.54 -1.94 -2.13
H 2.56 -3.32 -0.82
H 2.80 -0.58 -3.13
```

The energy above the lowest of the compared OMol25 structures with the same formula, charge and spin comes out at 88.76 kcal per mole. Its total energy is -920.27601 Eh. For the LUMO energy, the calculation gives 0.7097 eV.

[3]
The following is a DFT calculation (ωB97M-V/def2-TZVPD) of a structure of composition C12H17O7RuS in a non-equilibrium geometry.

XYZ file:
```
38
C12H17O7RuS, DFT ωB97M-V/def2-TZVPD
Ru -0.15 -0.26 0.19
O 3.53 0.97 1.42
C 2.38 1.02 1.06
O 1.60 -0.06 1.04
C 1.73 2.35 0.67
C 0.44 2.58 1.47
C -0.02 4.03 1.37
C -0.52 4.11 -0.10
C -0.31 2.67 -0.58
O -0.57 1.91 0.64
C 1.19 2.40 -0.80
C 1.49 1.10 -1.55
O 2.53 0.92 -2.11
O 0.49 0.20 -1.55
H 2.47 3.12 0.87
H 0.44 2.15 2.46
H -0.83 4.23 2.07
H 0.80 4.72 1.58
H -1.58 4.38 -0.14
H 0.03 4.81 -0.71
H -0.96 2.32 -1.37
H 1.65 3.19 -1.38
C 0.77 -3.10 -1.04
O -0.05 -3.22 0.14
C -0.48 -2.09 0.65
O -1.12 -1.96 1.68
H 0.97 -4.12 -1.35
H 1.69 -2.59 -0.80
H 0.23 -2.57 -1.82
C -3.15 0.36 -2.11
S -2.40 -0.64 -0.82
C -3.42 -0.10 0.58
H -4.17 0.00 -2.24
H -2.59 0.21 -3.03
H -3.15 1.42 -1.85
H -3.68 0.95 0.45
H -2.85 -0.22 1.50
H -4.32 -0.71 0.65
```

The energy above the lowest of the compared OMol25 structures with the same formula, charge and spin comes out at 0.00 kcal per mole. Its total energy is -1487.20623 Eh. As for the multiplicity: 2. For the LUMO energy (spin up / spin down), the calculation gives 0.0824 / -0.5885 eV. The expectation value of S² is 0.754.

[4]
The following is a DFT calculation (ωB97M-V/def2-TZVPD) of a cluster of 2 separate species, C12H17OSi in total in a non-equilibrium geometry.

XYZ file:
```
31
C12H17OSi, DFT ωB97M-V/def2-TZVPD
C 4.24 -1.17 -0.57
C 4.31 0.22 -0.36
C 3.06 -1.85 -0.44
C 3.30 0.91 0.21
C 1.95 -1.25 0.07
C 2.02 0.10 0.39
C 0.30 3.13 1.28
C 0.51 1.89 1.70
C 1.08 0.81 1.00
C -2.94 1.16 -0.48
C -2.25 -1.22 -1.92
C -3.35 -1.78 0.63
O -0.75 -0.43 0.62
Si -2.09 -0.40 -0.23
H 5.15 -1.68 -0.72
H 5.23 0.68 -0.44
H 3.12 -2.95 -0.65
H 3.37 1.89 0.56
H 1.02 -1.63 0.13
H -0.21 3.92 1.95
H 0.54 3.46 0.25
H 0.01 1.54 2.61
H -3.98 0.83 -0.52
H -2.87 1.92 0.38
H -2.74 1.85 -1.36
H -1.97 -2.26 -1.70
H -3.33 -1.25 -2.17
H -1.77 -0.64 -2.66
H -3.43 -1.25 1.65
H -4.28 -1.64 0.08
H -3.26 -2.91 0.71
```

The energy above the lowest of the compared OMol25 structures with the same formula, charge and spin comes out at 66.92 kcal per mole. Its total energy is -831.72004 Eh. Its charge is +1. For the LUMO energy (spin up / spin down), the calculation gives -6.1571 / -6.4343 eV.

[5]
The following is a DFT calculation (ωB97M-V/def2-TZVPD) of a structure of composition C12H18AlO6 in a non-equilibrium geometry.

XYZ file:
```
37
C12H18AlO6, DFT ωB97M-V/def2-TZVPD
Al -6.26 -26.06 -17.54
O -4.82 -23.57 -18.35
C -4.14 -22.68 -18.72
O -3.08 -22.24 -18.04
C -2.42 -21.17 -18.72
C -3.45 -20.65 -19.63
C -4.33 -21.79 -19.95
H -1.51 -21.55 -19.18
H -2.16 -20.42 -17.97
H -2.96 -20.18 -20.48
H -4.00 -19.88 -19.09
H -4.04 -22.25 -20.89
H -5.36 -21.50 -20.14
O -3.40 -26.12 -18.22
C -2.24 -25.83 -17.96
O -1.40 -26.34 -18.70
C -0.10 -25.98 -18.34
C -0.34 -24.78 -17.40
C -1.68 -25.05 -16.81
H 0.53 -25.56 -19.12
H 0.37 -26.83 -17.85
H -0.44 -23.89 -18.01
H 0.51 -24.65 -16.72
H -2.23 -24.14 -16.61
H -1.68 -25.62 -15.88
O -8.99 -25.54 -16.45
C -10.00 -24.92 -16.71
O -10.64 -25.13 -17.91
C -11.77 -24.32 -17.98
C -12.11 -23.94 -16.59
C -10.70 -23.80 -15.93
H -12.65 -24.82 -18.37
H -11.69 -23.45 -18.63
H -12.59 -24.76 -16.05
H -12.81 -23.11 -16.55
H -10.58 -23.97 -14.86
H -10.12 -22.91 -16.18
```

Its total energy is -1161.25079 Eh. Its charge is +2. As for the multiplicity: 2. For the LUMO energy (spin up / spin down), the calculation gives -6.9388 / -12.1358 eV. The expectation value of S² is 0.756.

[6]
The following is a DFT calculation (ωB97M-V/def2-TZVPD) of a structure of composition C12H18AuNO in a non-equilibrium geometry.

XYZ file:
```
33
C12H18AuNO, DFT ωB97M-V/def2-TZVPD
Au 1.27 -0.13 0.22
C -3.47 1.10 -0.69
C -2.41 0.62 0.23
C -2.20 -0.76 0.42
C -1.20 -1.25 1.25
C -1.07 -2.70 1.55
C -0.34 -0.29 1.87
C -0.63 1.12 1.80
C 0.08 2.08 2.71
C -1.63 1.54 0.95
H -3.02 1.42 -1.64
H -3.97 1.98 -0.29
H -4.20 0.32 -0.91
H -2.87 -1.47 -0.06
H -0.12 -3.11 1.20
H -1.88 -3.28 1.12
H -1.06 -2.85 2.64
H 0.30 -0.64 2.68
H 1.07 2.35 2.35
H 0.22 1.63 3.70
H -0.48 3.00 2.83
H -1.85 2.60 0.88
N 1.93 -0.28 -3.95
C 1.94 -0.29 -2.64
O 0.92 0.04 -1.97
C 3.17 -0.71 -1.89
C 3.23 0.05 -0.60
H 1.10 0.00 -4.46
H 2.73 -0.58 -4.49
H 4.10 -0.53 -2.45
H 3.10 -1.79 -1.74
H 3.26 1.13 -0.71
H 3.97 -0.32 0.11
```

Its total energy is -733.06144 Eh. Its charge is +2. For the LUMO energy (spin up / spin down), the calculation gives -11.1630 / -11.0950 eV.

Please write out number 3 again, unchanged.
The following is a DFT calculation (ωB97M-V/def2-TZVPD) of a structure of composition C12H17O7RuS in a non-equilibrium geometry.

XYZ file:
```
38
C12H17O7RuS, DFT ωB97M-V/def2-TZVPD
Ru -0.15 -0.26 0.19
O 3.53 0.97 1.42
C 2.38 1.02 1.06
O 1.60 -0.06 1.04
C 1.73 2.35 0.67
C 0.44 2.58 1.47
C -0.02 4.03 1.37
C -0.52 4.11 -0.10
C -0.31 2.67 -0.58
O -0.57 1.91 0.64
C 1.19 2.40 -0.80
C 1.49 1.10 -1.55
O 2.53 0.92 -2.11
O 0.49 0.20 -1.55
H 2.47 3.12 0.87
H 0.44 2.15 2.46
H -0.83 4.23 2.07
H 0.80 4.72 1.58
H -1.58 4.38 -0.14
H 0.03 4.81 -0.71
H -0.96 2.32 -1.37
H 1.65 3.19 -1.38
C 0.77 -3.10 -1.04
O -0.05 -3.22 0.14
C -0.48 -2.09 0.65
O -1.12 -1.96 1.68
H 0.97 -4.12 -1.35
H 1.69 -2.59 -0.80
H 0.23 -2.57 -1.82
C -3.15 0.36 -2.11
S -2.40 -0.64 -0.82
C -3.42 -0.10 0.58
H -4.17 0.00 -2.24
H -2.59 0.21 -3.03
H -3.15 1.42 -1.85
H -3.68 0.95 0.45
H -2.85 -0.22 1.50
H -4.32 -0.71 0.65
```

The energy above the lowest of the compared OMol25 structures with the same formula, charge and spin comes out at 0.00 kcal per mole. Its total energy is -1487.20623 Eh. As for the multiplicity: 2. For the LUMO energy (spin up / spin down), the calculation gives 0.0824 / -0.5885 eV. The expectation value of S² is 0.754.

Repeat the fifth record exactly.
The following is a DFT calculation (ωB97M-V/def2-TZVPD) of a structure of composition C12H18AlO6 in a non-equilibrium geometry.

XYZ file:
```
37
C12H18AlO6, DFT ωB97M-V/def2-TZVPD
Al -6.26 -26.06 -17.54
O -4.82 -23.57 -18.35
C -4.14 -22.68 -18.72
O -3.08 -22.24 -18.04
C -2.42 -21.17 -18.72
C -3.45 -20.65 -19.63
C -4.33 -21.79 -19.95
H -1.51 -21.55 -19.18
H -2.16 -20.42 -17.97
H -2.96 -20.18 -20.48
H -4.00 -19.88 -19.09
H -4.04 -22.25 -20.89
H -5.36 -21.50 -20.14
O -3.40 -26.12 -18.22
C -2.24 -25.83 -17.96
O -1.40 -26.34 -18.70
C -0.10 -25.98 -18.34
C -0.34 -24.78 -17.40
C -1.68 -25.05 -16.81
H 0.53 -25.56 -19.12
H 0.37 -26.83 -17.85
H -0.44 -23.89 -18.01
H 0.51 -24.65 -16.72
H -2.23 -24.14 -16.61
H -1.68 -25.62 -15.88
O -8.99 -25.54 -16.45
C -10.00 -24.92 -16.71
O -10.64 -25.13 -17.91
C -11.77 -24.32 -17.98
C -12.11 -23.94 -16.59
C -10.70 -23.80 -15.93
H -12.65 -24.82 -18.37
H -11.69 -23.45 -18.63
H -12.59 -24.76 -16.05
H -12.81 -23.11 -16.55
H -10.58 -23.97 -14.86
H -10.12 -22.91 -16.18
```

Its total energy is -1161.25079 Eh. Its charge is +2. As for the multiplicity: 2. For the LUMO energy (spin up / spin down), the calculation gives -6.9388 / -12.1358 eV. The expectation value of S² is 0.756.